Record 1
{"formula": "C31H50ClOsP", "method": "ωB97M-V with the def2-TZVPD basis set", "spin_multiplicity": 5, "orbital_gap_ev": [6.50, 6.97], "e_tot_ha": -2103.1060, "symbols": ["Os", "P", "Cl", "C", "H", "H", "C", "C", "C", "H", "C", "H", "H", "C", "H", "H", "C", "H", "H", "C", "H", "H", "H", "H", "C", "C", "H", "C", "H", "H", "C", "H", "H", "C", "H", "H", "C", "H", "H", "H", "H", "C", "H", "C", "H", "H", "C", "H", "H", "C", "H", "H", "C", "H", "H", "H", "H", "C", "C", "H", "C", "H", "C", "H", "H", "C", "H", "H", "C", "H", "H", "H", "H", "C", "C", "C", "C", "C", "C", "H", "H", "H", "H", "H"], "coordinates": [[0.3896, 1.9606, 0.1344], [-0.7754, -0.2104, -0.0824], [-1.5438, 2.4997, 1.3281], [1.8235, -0.9135, 2.1727], [0.7324, -1.3159, 2.0130], [1.7993, 0.1466, 2.7893], [-1.7208, 0.7309, -1.4356], [-2.0778, -0.8255, 1.1966], [-2.5143, 0.0386, -2.5444], [-2.4349, 1.3432, -0.8632], [-3.2167, 1.1388, -3.3677], [-1.8416, -0.5198, -3.2020], [-3.2605, -0.6611, -2.1390], [-2.2890, 2.2625, -3.8486], [-3.7257, 0.6849, -4.2256], [-4.0111, 1.5736, -2.7487], [-1.3591, 2.7983, -2.7653], [-1.6787, 1.8790, -4.6791], [-2.8872, 3.0887, -4.2513], [-0.6790, 1.6451, -2.0158], [-0.5984, 3.4576, -3.1964], [-1.9032, 3.4031, -2.0324], [-0.0127, 1.1034, -2.6984], [-0.0224, 2.2462, -1.2044], [-0.3172, -1.8801, -0.9392], [-1.6871, -2.0832, 1.9872], [-2.0541, 0.0210, 1.9019], [-2.6365, -2.3358, 3.1649], [-1.7267, -2.9636, 1.3363], [-0.6677, -1.9788, 2.3966], [-4.1035, -2.3661, 2.7568], [-2.3617, -3.2702, 3.6810], [-2.5110, -1.5126, 3.8816], [-4.5140, -1.2015, 1.8486], [-4.2985, -3.3089, 2.2374], [-4.7481, -2.3753, 3.6425], [-3.5253, -0.9228, 0.6976], [-5.5169, -1.3850, 1.4330], [-4.5943, -0.2929, 2.4626], [-3.6119, -1.7326, -0.0426], [-3.8340, 0.0011, 0.1890], [0.5408, -1.6977, -2.1930], [0.2941, -2.3643, -0.1495], [1.1293, -3.0331, -2.6749], [-0.0577, -1.2552, -3.0042], [1.3740, -1.0184, -2.0061], [0.0589, -4.0996, -2.9360], [1.7155, -2.8677, -3.5872], [1.8346, -3.4163, -1.9238], [-0.9416, -4.2079, -1.7802], [-0.4856, -3.8364, -3.8539], [0.5327, -5.0764, -3.1169], [-1.4716, -2.8478, -1.2990], [-1.7814, -4.8484, -2.0767], [-0.4540, -4.7182, -0.9386], [-2.0865, -2.4123, -2.1014], [-2.1469, -3.0121, -0.4518], [2.0619, 0.9468, -0.1153], [2.8520, -1.1311, 1.4289], [2.0369, -0.0106, -0.8228], [4.2605, -0.6624, 1.8264], [2.6652, -1.6074, 0.3874], [4.5856, 0.7875, 1.8210], [4.2526, -1.1323, 2.8248], [4.9136, -1.2327, 1.1613], [4.7903, 1.3500, 0.4228], [3.8734, 1.3988, 2.4004], [5.5525, 0.8267, 2.3497], [3.4793, 1.5469, -0.3605], [5.2495, 2.3693, 0.5034], [5.4731, 0.6618, -0.1403], [3.1902, 2.6154, -0.3366], [3.7254, 1.2898, -1.4479], [2.9447, 4.8337, 3.0157], [2.6049, 5.0681, 1.7252], [1.8657, 4.1154, 1.0252], [1.4905, 2.9295, 1.6590], [1.7694, 2.7082, 3.0321], [2.5789, 3.7387, 3.7264], [3.5478, 5.6491, 3.5891], [2.8899, 6.0011, 1.1710], [1.5631, 4.2477, -0.0374], [1.4262, 1.8726, 3.5527], [2.8183, 3.5640, 4.7626]], "atomic_forces_ev_per_a": [[1.9, -0.5, 9.2], [-2.0, -2.5, -0.9], [-0.6, 0.3, 0.2], [-4.7, 3.0, 2.3], [2.7, 0.9, -0.1], [0.4, -3.3, -0.7], [-0.5, -1.0, 1.1], [0.2, 0.9, 0.1], [-0.1, 0.5, -0.3], [0.2, -0.1, -0.1], [-0.3, -0.1, 0.1], [-0.1, 0.0, 0.1], [0.3, 0.3, -0.1], [0.1, -0.2, -0.3], [0.1, 0.1, 0.1], [0.1, 0.0, 0.0], [0.4, 0.1, 0.3], [0.0, 0.1, 0.1], [0.1, -0.2, 0.0], [0.1, 0.2, -1.3], [-0.1, -0.1, -0.1], [-0.1, -0.1, 0.0], [0.0, 0.1, 0.2], [-2.1, 2.0, -7.0], [0.1, 0.3, 0.4], [0.2, -0.1, 0.1], [0.0, -0.2, 0.0], [0.0, 0.5, 0.3], [0.3, 0.1, 0.1], [-0.6, -0.3, -0.2], [-0.2, -0.3, -0.4], [-0.1, 0.3, -0.2], [0.1, -0.1, 0.0], [0.1, 0.3, 0.1], [0.0, -0.1, -0.1], [0.1, 0.0, -0.1], [-0.2, -0.3, -0.2], [0.3, 0.1, 0.1], [0.0, -0.1, -0.1], [0.0, 0.2, 0.1], [0.1, -0.2, 0.1], [0.4, -0.2, -0.2], [-0.1, 0.1, -0.3], [0.0, -0.2, 0.0], [0.1, -0.1, 0.2], [-0.2, 0.0, -0.1], [-0.1, 0.2, -0.1], [-0.1, 0.0, 0.1], [-0.1, 0.1, 0.0], [0.2, -0.1, 0.2], [0.0, 0.0, 0.1], [-0.1, 0.3, 0.0], [-0.3, 0.1, -0.1], [0.1, 0.1, 0.1], [0.0, 0.1, 0.0], [0.2, -0.1, 0.2], [0.2, 0.0, -0.3], [2.9, -3.1, -2.5], [1.3, -0.7, -3.2], [-0.3, 1.8, 1.9], [-1.9, -2.0, -0.2], [0.7, 0.0, 2.1], [0.9, 0.7, 0.5], [0.9, 0.5, -0.2], [0.4, 0.2, 0.3], [-0.1, 0.1, 0.3], [0.2, -0.3, -0.3], [-0.2, 0.4, 0.0], [-1.4, 1.0, -2.1], [-0.1, -1.0, -0.2], [-0.4, 0.7, 0.4], [1.0, -0.2, -0.2], [-0.3, 0.5, 1.2], [2.3, 2.9, 2.6], [-0.5, 0.9, -2.8], [0.4, 0.2, 0.3], [-0.5, -0.5, 0.3], [1.9, 3.8, -1.0], [-2.5, -3.5, -1.4], [-1.0, -1.5, -1.2], [-0.2, -0.9, 0.9], [0.4, 0.3, 0.8], [-0.5, -1.2, 0.7], [0.1, 0.2, 0.1]]}

***

Record 2
{"formula": "C22H28BBr42FO4", "method": "ωB97M-V with the def2-TZVPD basis set", "orbital_gap_ev": 9.46, "e_tot_ha": -109389.2696, "symbols": ["C", "O", "B", "O", "C", "O", "C", "O", "C", "C", "C", "C", "C", "F", "H", "H", "H", "H", "H", "H", "H", "H", "H", "H", "H", "H", "H", "H", "C", "Br", "Br", "Br", "H", "C", "Br", "Br", "Br", "H", "C", "Br", "Br", "Br", "H", "C", "Br", "Br", "Br", "H", "C", "Br", "Br", "Br", "H", "C", "Br", "Br", "Br", "H", "C", "Br", "Br", "Br", "H", "C", "Br", "Br", "Br", "H", "C", "Br", "Br", "Br", "H", "C", "Br", "Br", "Br", "H", "C", "Br", "Br", "Br", "H", "C", "Br", "Br", "Br", "H", "C", "Br", "Br", "Br", "H", "C", "Br", "Br", "Br", "H"], "coordinates": [[-0.5343, -0.6436, -1.0897], [0.7056, -1.3517, -0.8747], [1.8003, -0.6507, -1.3317], [2.4752, -1.2497, -2.3582], [2.2474, 0.7373, -0.6428], [3.2273, 0.2860, 0.3518], [4.3527, 1.0268, 0.1448], [5.3918, 0.6607, 0.4628], [3.9461, 2.3803, -0.5125], [2.8724, 1.8682, -1.5056], [1.6967, 2.8489, -1.7605], [1.5309, 3.3385, -3.2153], [2.7697, 3.2459, -4.0986], [0.4174, 2.7269, -3.8037], [-0.3409, 0.3660, -1.4849], [-1.0171, -0.5231, -0.1123], [-1.1667, -1.2123, -1.7703], [3.2611, -0.7354, -2.5937], [1.3836, 1.0003, -0.0129], [4.8786, 2.7348, -0.9522], [3.5262, 2.9214, 0.3410], [3.3306, 1.3486, -2.3516], [1.7298, 3.7116, -1.0958], [0.7794, 2.3010, -1.5210], [1.2675, 4.3991, -3.1636], [2.6261, 3.8745, -4.9808], [2.8455, 2.2009, -4.4405], [3.7040, 3.4489, -3.5685], [-1.7418, 1.0106, 2.7301], [-3.0780, 0.3539, 1.5056], [0.0249, 0.3963, 2.2520], [-1.8052, 2.9314, 2.9067], [-1.9675, 0.5953, 3.7037], [7.4778, -2.1934, -0.7270], [8.0467, -0.7878, -1.9160], [6.1682, -3.3424, -1.5537], [8.9760, -3.1944, -0.0362], [6.9949, -1.7170, 0.1173], [-0.4790, 6.3258, -0.6074], [1.1866, 6.6437, -1.5287], [-1.9647, 7.1384, -1.5295], [-0.8020, 4.4486, -0.2663], [-0.3969, 6.8102, 0.3562], [-6.4357, -1.8670, 0.2631], [-5.8083, -2.5578, 1.9512], [-7.3797, -0.1997, 0.4835], [-5.0082, -1.7176, -1.0294], [-7.1437, -2.5847, -0.1293], [-0.4112, 2.9403, -7.1733], [-1.8409, 2.3507, -8.3252], [1.2965, 2.2438, -7.7391], [-0.3734, 4.8616, -7.0019], [-0.6065, 2.5380, -6.1874], [-0.2670, -4.4753, -2.4563], [-1.1889, -5.7354, -1.3308], [0.9345, -5.3505, -3.6838], [-1.4914, -3.2969, -3.3689], [0.3390, -3.8544, -1.8049], [11.8493, -4.6174, -2.5130], [12.4011, -3.1995, -3.6987], [10.5419, -5.7700, -3.3371], [13.3578, -5.6126, -1.8373], [11.3686, -4.1504, -1.6634], [17.0929, -5.4184, 0.4536], [15.6523, -5.5347, 1.7306], [18.8084, -5.7275, 1.2787], [16.8050, -6.5883, -1.0527], [17.1000, -4.4060, 0.0730], [-7.4540, 0.3658, 5.1278], [-5.7672, 0.6407, 4.2355], [-8.9149, 1.1643, 4.1533], [-7.7691, -1.5014, 5.4873], [-7.3978, 0.8717, 6.0829], [-9.1475, 4.5235, 6.5205], [-10.9230, 3.7983, 6.7112], [-9.0855, 6.3961, 6.9750], [-7.8483, 3.5021, 7.5197], [-8.8802, 4.4394, 5.4752], [-3.0654, 10.5530, -2.9082], [-1.8263, 11.9642, -3.3465], [-4.4913, 11.1797, -1.7709], [-3.7443, 9.6821, -4.4908], [-2.5142, 9.8107, -2.3469], [-9.1331, -5.0444, 7.3411], [-9.0035, -4.8742, 5.4211], [-7.7612, -4.0373, 8.2468], [-10.8953, -4.5887, 7.9763], [-8.9684, -6.0868, 7.5783], [1.9241, -5.4157, 1.8978], [2.4848, -6.4755, 0.3862], [0.5608, -4.1451, 1.4057], [1.3714, -6.5188, 3.3812], [2.7848, -4.8488, 2.2258], [-12.0353, -4.9080, 2.3346], [-10.7683, -3.5057, 1.9479], [-13.4857, -4.2722, 3.4343], [-12.6745, -5.7569, 0.7250], [-11.5102, -5.6621, 2.9058]], "atomic_forces_ev_per_a": [[0.2, 0.2, 0.9], [-0.3, 0.4, -0.4], [-0.1, -0.5, -0.4], [0.5, 0.6, 0.3], [-0.8, -1.3, 0.7], [0.2, 0.2, -0.9], [-4.0, 1.9, -0.9], [4.5, -1.4, 1.4], [0.6, -2.3, -0.4], [-0.9, 0.0, 2.3], [0.3, -0.8, -1.5], [0.5, 1.4, 0.8], [-0.7, -1.2, -0.3], [0.3, -0.4, -0.2], [-0.2, -0.2, -0.1], [-0.1, -0.1, -0.5], [0.1, 0.2, 0.1], [-0.1, -0.4, -0.1], [0.3, 0.8, -0.5], [-0.4, 0.7, 0.2], [0.1, 0.5, -0.5], [0.0, 0.7, -0.3], [0.3, -0.2, 0.0], [0.0, 0.3, -0.1], [-0.2, -0.2, 0.0], [0.3, 0.0, 0.1], [0.1, 0.3, -0.1], [-0.3, 0.4, 0.0], [0.0, 0.0, 0.1], [0.0, 0.1, 0.1], [-0.1, 0.1, 0.2], [0.0, -0.2, 0.0], [0.0, 0.0, 0.0], [-0.1, 0.1, 0.0], [0.0, -0.1, 0.0], [0.1, 0.1, 0.0], [-0.1, 0.0, 0.0], [0.0, 0.0, 0.0], [-0.1, 0.0, 0.1], [-0.1, 0.0, 0.1], [0.1, -0.1, 0.0], [-0.2, 0.5, 0.0], [0.0, 0.0, 0.0], [0.0, 0.0, 0.0], [0.0, 0.0, -0.2], [0.1, -0.1, 0.0], [-0.1, 0.0, 0.1], [0.0, 0.0, 0.0], [0.0, 0.0, 0.1], [0.1, 0.1, 0.1], [-0.1, 0.1, 0.0], [0.0, -0.1, 0.0], [0.0, 0.0, 0.0], [0.2, 0.0, 0.2], [-0.1, 0.0, -0.3], [-0.1, 0.1, 0.1], [0.0, -0.2, -0.1], [0.0, 0.0, 0.0], [0.0, 0.0, 0.0], [0.0, -0.1, 0.1], [0.1, 0.1, 0.0], [-0.1, 0.1, -0.1], [0.0, 0.0, -0.1], [0.0, 0.0, 0.0], [0.1, 0.0, -0.1], [-0.1, 0.0, -0.1], [0.0, 0.0, 0.1], [0.0, -0.1, 0.0], [0.0, 0.0, 0.1], [-0.1, 0.0, 0.0], [0.1, 0.0, 0.1], [0.0, 0.2, -0.1], [0.0, 0.0, -0.1], [-0.1, 0.0, -0.1], [0.1, 0.1, 0.0], [0.0, -0.2, 0.0], [-0.1, 0.1, 0.0], [0.0, 0.0, 0.1], [0.0, 0.0, 0.0], [-0.1, -0.1, 0.0], [0.1, 0.0, -0.1], [0.1, 0.1, 0.1], [0.0, 0.1, 0.0], [0.0, -0.1, 0.0], [0.0, 0.0, 0.1], [-0.1, -0.1, -0.1], [0.1, 0.0, -0.1], [0.0, 0.0, 0.0], [0.0, 0.0, 0.0], [-0.1, 0.1, 0.1], [0.2, 0.0, 0.1], [0.0, 0.1, -0.1], [0.0, 0.0, 0.0], [0.0, 0.0, 0.0], [-0.1, 0.0, 0.0], [0.1, 0.0, -0.1], [0.0, 0.1, 0.1], [0.0, 0.0, 0.0]]}

***

Record 3
{"formula": "C27H22F3IrN3O5PS4Te2", "method": "ωB97M-V with the def2-TZVPD basis set", "e_above_lowest_kj_mol": 145.4, "charge": -2, "orbital_gap_ev": 5.44, "e_tot_ha": -4456.7561, "symbols": ["Ir", "O", "C", "S", "C", "C", "S", "S", "S", "C", "C", "O", "P", "O", "Te", "O", "C", "C", "H", "H", "H", "H", "H", "H", "H", "H", "H", "H", "F", "C", "F", "F", "C", "C", "C", "C", "C", "C", "C", "C", "H", "H", "H", "H", "C", "Te", "C", "C", "C", "C", "C", "C", "C", "H", "H", "H", "H", "H", "H", "H", "H", "O", "N", "C", "C", "N", "C", "N"], "coordinates": [[0.1037, 0.0113, 0.1023], [4.4599, -1.4969, 4.9716], [3.7225, -1.0787, 4.1086], [4.1505, -1.0151, 2.3954], [2.6389, -0.3458, 1.8273], [1.6947, -0.1084, 2.7397], [0.1829, 0.6221, 2.3289], [2.0880, -0.4856, 4.4069], [2.4000, 0.0377, 0.1620], [0.4369, 6.2511, -2.4345], [1.4841, 5.2476, -1.9864], [0.8893, 3.9891, -1.7010], [0.4808, 3.5147, -0.2101], [-0.0243, 2.1202, -0.4449], [2.1927, 4.0330, 1.3374], [-0.8451, 4.4015, 0.0554], [-1.0441, 5.3081, 1.1360], [-1.6230, 4.5917, 2.3377], [0.8904, 7.2371, -2.5645], [-0.3558, 6.3214, -1.6896], [-0.0182, 5.9441, -3.3778], [2.0270, 5.6113, -1.1106], [2.2128, 5.0673, -2.7793], [-1.7346, 6.0695, 0.7636], [-0.1026, 5.7933, 1.4008], [-2.5876, 4.1446, 2.0926], [-1.7534, 5.2923, 3.1669], [-0.9467, 3.7963, 2.6546], [0.5058, -9.3512, 1.1400], [-0.6303, -8.7739, 0.6794], [-1.6240, -9.1935, 1.4864], [-0.8551, -9.3439, -0.5308], [-0.5230, -7.2874, 0.6060], [-1.4090, -6.4625, 1.2848], [-1.2538, -5.0873, 1.2384], [-0.2117, -4.5043, 0.5054], [0.6634, -5.3561, -0.1896], [0.5111, -6.7263, -0.1387], [-0.0633, -3.0918, 0.4445], [0.0576, -1.8825, 0.3805], [-2.2251, -6.8939, 1.8486], [-1.9477, -4.4385, 1.7576], [1.4699, -4.9148, -0.7604], [1.1966, -7.3696, -0.6775], [0.2390, -0.0015, -5.1019], [0.4770, 0.2725, -2.9767], [0.7512, -1.8483, -2.9867], [1.1040, -2.2415, -4.3947], [1.6419, -3.4908, -4.6918], [1.9472, -3.8413, -5.9973], [1.7199, -2.9352, -7.0259], [1.1821, -1.6904, -6.7378], [0.8651, -1.3356, -5.4292], [0.7270, 0.8148, -5.6309], [-0.8197, 0.0061, -5.3641], [-0.1729, -2.3295, -2.6639], [1.5222, -2.1080, -2.2630], [1.8222, -4.1917, -3.8848], [2.3615, -4.8186, -6.2128], [1.9575, -3.2000, -8.0491], [1.0024, -0.9801, -7.5375], [-2.0218, -0.0816, 0.0222], [-2.5782, -0.5680, -1.0331], [-3.5493, -1.4076, -0.7880], [-4.2740, -1.9354, -1.9134], [-4.8791, -2.3744, -2.7891], [-3.9644, -1.8003, 0.5376], [-4.3541, -2.1197, 1.5717]], "atomic_forces_ev_per_a": [[-0.4, 1.1, 0.0], [0.0, 0.1, 0.0], [0.1, 0.0, 0.0], [0.0, 0.0, 0.0], [0.3, 0.0, 0.1], [0.3, 0.0, 0.5], [-0.6, -0.5, -0.6], [-0.1, -0.1, 0.0], [0.1, -0.1, -0.6], [0.0, 0.0, 0.0], [-0.1, 0.0, 0.0], [0.1, 0.0, -0.2], [-0.1, -0.2, -0.1], [0.2, 0.1, 0.2], [0.0, 0.0, 0.0], [0.0, 0.3, 0.0], [-0.1, -0.1, 0.1], [0.0, 0.0, 0.0], [0.0, 0.0, 0.0], [0.0, 0.0, 0.0], [0.0, 0.0, 0.0], [0.0, 0.0, 0.0], [0.0, 0.0, 0.0], [0.0, 0.0, 0.0], [0.0, 0.0, 0.0], [0.0, 0.0, 0.0], [0.0, 0.0, 0.0], [0.0, 0.0, 0.0], [0.0, 0.0, 0.0], [0.0, 0.1, -0.1], [0.0, 0.0, 0.0], [0.0, 0.0, 0.0], [0.0, 0.0, 0.0], [0.0, 0.0, 0.0], [-0.1, 0.0, 0.0], [0.0, 0.1, 0.0], [0.0, 0.0, 0.0], [0.0, 0.0, 0.0], [0.1, -0.1, 0.1], [-0.1, -0.2, 0.0], [0.0, 0.0, 0.0], [0.0, 0.0, 0.0], [0.0, 0.0, 0.0], [0.0, 0.0, 0.0], [-0.3, -0.1, -0.1], [0.6, -0.1, 0.0], [0.1, -0.2, 0.0], [0.0, 0.1, 0.0], [0.0, 0.0, 0.0], [0.0, 0.0, 0.0], [0.0, 0.0, 0.0], [0.0, 0.0, 0.0], [0.0, 0.0, 0.1], [0.0, 0.0, 0.1], [0.0, 0.0, 0.0], [0.0, 0.0, 0.0], [0.0, 0.0, 0.0], [0.0, 0.0, 0.0], [0.0, 0.0, 0.0], [0.0, 0.0, 0.0], [0.0, 0.0, 0.0], [-0.3, -0.1, 0.2], [0.5, -0.1, 0.2], [-0.5, -0.1, -0.1], [0.1, 0.1, 0.3], [0.0, 0.0, 0.0], [0.1, 0.2, -0.3], [0.0, -0.1, 0.0]]}